No. 1
DFT (wB97M-V/def2-TZVPD) results for C18H16F13IN2O2S2Sn as an isolated structure at a distorted geometry.

Each line ends with the Löwdin charge.
Positions of all 55 atoms, in Å:
C -3.35465 -3.81890 1.51458  0.08
C -3.32339 -2.21058 1.31280  -0.33
O -2.79759 -1.48836 2.27456  -0.20
O -3.84354 -1.73422 0.08362  0.00
C -4.47026 -0.40734 0.19766  -0.11
C -3.63760 0.70587 -0.65644  -0.09
C -2.05178 0.66492 -0.38235  -0.29
C -1.28237 1.32567 -1.65994  -0.11
C -0.57238 0.22391 -2.58923  -0.06
C 0.66196 -0.63995 -2.13536  -0.11
C 1.21045 -0.44159 -0.65413  -0.20
C 2.72579 0.08430 -0.54552  -0.04
C 3.61040 -0.64921 0.55768  -0.27
F 3.40631 -2.08415 0.50903  0.04
F 5.02231 -0.48458 0.32588  0.08
C 3.21468 -0.24485 2.08855  -0.18
F 3.90795 -1.22130 2.89537  0.08
F 1.82939 -0.46248 2.34889  0.00
C 3.77350 1.20102 2.52766  -0.19
F 4.14944 2.02889 1.40844  0.08
F 5.04359 0.92617 3.15880  0.10
C 2.91956 1.96176 3.64509  -0.28
F 2.44336 1.07226 4.66804  0.08
F 3.84994 2.81384 4.33850  0.08
S 1.54039 3.06665 3.05665  1.01
F 0.42752 2.01717 3.81222  -0.22
F 1.31099 2.26149 1.61084  -0.20
F 2.55912 4.21125 2.41061  -0.13
F 1.63452 3.90040 4.53089  -0.15
F 0.25854 4.05600 2.65235  -0.15
C 1.26996 -1.64795 -3.19553  -0.04
C 0.63200 -1.80283 -4.61766  -0.55
I 1.45163 -3.23020 -6.07642  0.83
C -0.62558 -0.98932 -5.09203  -0.34
N -1.36051 -1.03098 -6.33795  -0.22
S -2.60450 0.14262 -6.10086  1.00
N -2.34776 0.76072 -4.53265  -0.28
C -1.19370 0.03733 -4.04112  -0.23
H -3.60639 -4.05241 2.60446  0.13
H -4.10124 -4.26552 0.77115  0.13
H -2.29154 -4.19055 1.24460  0.13
H -5.49603 -0.49682 -0.33518  0.17
H -4.70142 -0.08981 1.27213  0.16
H -3.83206 0.56771 -1.77482  0.14
H -3.99417 1.75976 -0.33141  0.16
H -1.62171 -0.39234 -0.17174  -0.05
H -1.76952 1.32838 0.53402  0.11
H -0.45369 2.01759 -1.26933  0.13
H -2.00020 1.97391 -2.28538  0.13
H 1.09034 -1.46065 -0.10521  0.11
H 0.56679 0.29946 -0.03261  0.03
H 3.22432 -0.14611 -1.56756  0.16
H 2.69191 1.22253 -0.46914  0.14
H 2.18513 -2.26903 -2.92167  0.10
Sn -1.27824 -0.67957 1.52617  1.64

Results
**Maximum force**: 0.1382 Eh/bohr
**Total charge**: +2
**LUMO level**: -9.46 eV
**HOMO**: -13.3 eV
**Energy**: -3561.00364 Eh

No. 2
DFT (wB97M-V/def2-TZVPD) results for an isolated ion of composition C5H11N3 and charge +2 at a distorted geometry.

Each line ends with the Löwdin charge.
Positions of all 19 atoms, in Å:
C 1.26086 -0.23362 1.56767  0.42
C -0.62212 -0.13439 -0.58734  -0.28
C -1.39474 0.09073 -1.85292  0.08
C -2.01965 -1.67308 0.84619  -0.02
C 2.54398 1.45521 0.48755  0.08
N 0.55964 0.54884 -0.48638  0.16
N -1.02378 -0.89694 0.32743  0.17
N 1.42168 0.51636 0.58724  -0.13
H 1.62889 -0.52905 2.52667  0.15
H -2.34918 0.56261 -1.61164  0.13
H -0.86244 0.71768 -2.56427  0.11
H -1.61671 -0.86548 -2.32888  0.12
H -2.67457 -1.09767 1.50912  0.13
H -2.62029 -2.14591 0.04490  0.15
H -1.59944 -2.52871 1.39432  0.14
H 3.49069 0.92281 0.60568  0.14
H 2.54901 1.97108 -0.47225  0.12
H 2.47766 2.20045 1.28422  0.14
H 0.85050 1.11908 -1.27731  0.18

Results
**Maximum force**: 0.0861 Eh/bohr
**Total charge**: +2
**LUMO level**: -12.29 eV
**HOMO**: -19.3 eV
**Energy**: -360.50271 Eh

No. 3
DFT (wB97M-V/def2-TZVPD) results for a 4-piece molecular cluster, C23H49BrN2O8P overall at a distorted geometry.

Each line ends with the Löwdin charge.
Positions of all 84 atoms, in Å:
C 0.54311 -0.71990 1.56121  0.07
C 0.44213 0.19695 0.49270  -0.05
C 0.92794 1.63839 0.56066  -0.50
O 1.04768 2.23572 -0.47490  0.11
O 1.22262 2.30541 1.73738  -0.05
C 0.01633 2.61526 2.46865  -0.17
C -0.90673 3.67697 1.75293  -0.15
C -2.44372 3.34610 1.94353  -0.18
C -3.28811 3.55911 0.62348  -0.21
C -4.12324 2.29984 0.21552  -0.20
C -5.28555 1.95601 1.24445  -0.22
N -4.79817 1.09480 2.34476  -0.12
C -5.66821 -0.04048 2.63639  -0.86
Br -4.84496 -0.93911 4.23075  0.59
C -7.14835 0.34254 3.06909  -0.80
O -7.93101 0.95685 2.32947  -0.07
O -7.55840 -0.04454 4.22501  -0.18
P -5.71331 -1.38347 1.29527  0.82
N -7.42979 -1.73096 1.09048  -0.17
O -5.16593 -0.81369 -0.19644  -0.34
H 1.23500 -1.58950 1.53003  0.06
H -0.08637 -0.55553 2.46617  0.07
H -0.05189 -0.11756 -0.45254  0.12
H -0.53372 1.65295 2.63425  0.10
H 0.31929 3.00312 3.46857  0.13
H -0.66615 3.77774 0.66982  0.10
H -0.66213 4.65941 2.23262  0.11
H -2.81024 4.05004 2.73102  0.11
H -2.56522 2.30847 2.34266  0.09
H -3.94283 4.46645 0.69837  0.10
H -2.59035 3.77442 -0.23114  0.09
H -3.43119 1.42220 0.22677  0.09
H -4.52414 2.39410 -0.82483  0.10
H -5.67354 2.93552 1.62705  0.13
H -6.07339 1.44333 0.65190  0.10
H -4.64794 1.67800 3.16798  0.09
H -7.51303 -2.18204 0.17612  0.02
H -7.61224 -2.46614 1.78263  0.03
H -4.25021 -1.10354 -0.30673  0.03
C 5.26838 -3.24756 -1.69503  -0.08
C 4.28524 -2.77296 -0.63950  -0.28
O 2.93293 -2.80816 -1.06455  -0.17
C 2.41928 -4.08022 -1.41833  -0.28
C 2.43525 -5.08335 -0.27716  -0.08
H 5.12704 -2.69654 -2.62751  0.08
H 6.29404 -3.10335 -1.35173  0.07
H 5.13806 -4.30852 -1.91800  0.06
H 4.50239 -1.73007 -0.40000  0.12
H 4.40698 -3.33788 0.29096  0.11
H 2.94703 -4.47430 -2.29374  0.11
H 1.38540 -3.91589 -1.72785  0.12
H 3.45450 -5.33646 0.02219  0.06
H 1.93621 -6.00704 -0.57552  0.08
H 1.92801 -4.67544 0.59971  0.08
C 10.32692 -6.12258 -1.02864  -0.08
C 9.34065 -5.64596 0.02399  -0.28
O 7.99039 -5.68111 -0.40511  -0.17
C 7.47448 -6.95356 -0.75667  -0.28
C 7.48624 -7.95369 0.38677  -0.08
H 10.18838 -5.57250 -1.96178  0.08
H 11.35175 -5.97742 -0.68239  0.08
H 10.19732 -7.18361 -1.25108  0.06
H 9.55729 -4.60281 0.26268  0.12
H 9.45918 -6.20937 0.95557  0.11
H 8.00285 -7.35084 -1.63006  0.11
H 6.44142 -6.78760 -1.06875  0.11
H 8.50404 -8.20837 0.68861  0.06
H 6.98587 -8.87692 0.08971  0.08
H 6.97836 -7.54237 1.26157  0.08
C -2.84018 8.43754 -1.74810  -0.08
C -3.05108 6.93363 -1.69799  -0.28
O -4.40541 6.55753 -1.50991  -0.16
C -5.31652 6.96360 -2.51503  -0.28
C -5.00159 6.39573 -3.88862  -0.08
H -3.27073 8.91526 -0.86538  0.08
H -1.77462 8.67045 -1.79124  0.07
H -3.31456 8.88201 -2.62565  0.06
H -2.49973 6.52925 -0.84675  0.11
H -2.64204 6.44954 -2.59110  0.11
H -5.38454 8.05681 -2.54913  0.10
H -6.29730 6.60196 -2.20092  0.12
H -4.05951 6.78567 -4.27941  0.06
H -5.78977 6.65576 -4.59763  0.07
H -4.91226 5.30848 -3.84267  0.08

Results
**Maximum force**: 0.0864 Eh/bohr
**Total charge**: -1
**LUMO level**: 1.03 eV
**HOMO**: -3.9 eV
**Energy**: -4532.40996 Eh

No. 4
DFT (wB97M-V/def2-TZVPD) results for C11H22BrClGdI2NP2 as an isolated structure at a distorted geometry.

Each line ends with the Löwdin charge.
Positions of all 41 atoms, in Å:
I -1.46658 0.40141 2.70930  1.04
I -1.95709 1.94482 -1.55246  1.17
Gd 1.70861 -1.63898 -0.64222  1.07
P 2.62888 0.30639 1.17745  0.67
C 2.16689 1.66889 2.28714  -0.26
C 3.34069 -0.75751 2.49437  -0.26
H 4.12895 -0.18070 2.99871  0.07
H 4.79021 1.39382 1.19970  0.07
H 3.74234 -1.69545 2.08712  0.05
H 4.58196 0.41645 -0.30753  0.05
H 1.35874 1.35017 2.95757  0.00
H 2.53673 -0.99300 3.20914  0.06
C 4.09243 1.09766 0.40323  -0.25
H 3.06841 1.93662 2.86051  0.08
H 3.74909 1.98937 -0.14456  0.07
H 1.81756 2.53027 1.71049  0.04
P -0.75715 -2.07467 -1.95273  0.67
C -2.48174 -1.50162 -2.11719  -0.30
C -0.35191 -1.99015 -3.74383  -0.25
H -0.19773 -4.42739 -1.52611  0.05
H -1.69831 -4.23071 -2.51449  0.07
H -1.72223 -3.93087 -0.73828  0.07
C -1.12297 -3.84990 -1.65873  -0.26
H 0.68106 -2.31497 -3.93069  0.05
H -1.06474 -2.63046 -4.28566  0.07
H -2.99434 -2.15029 -2.85096  0.08
H -2.49037 -0.45273 -2.46205  -0.07
H -0.45729 -0.94351 -4.07232  0.06
H -2.98348 -1.53070 -1.14096  0.04
Cl 3.43486 -3.16895 -1.43970  -0.11
Br -1.69195 5.28531 1.26339  0.83
C -1.99510 3.42377 1.24088  -0.76
C -3.29745 2.91284 1.34919  -0.17
C -3.52095 1.59920 1.09433  -0.20
C -2.39113 0.73810 0.82377  -0.85
N -1.20693 1.38526 0.25675  -0.61
C -0.94160 2.61464 0.86032  -0.46
H -4.09255 3.60572 1.58569  0.12
H -4.49977 1.14520 1.22391  0.13
H -2.52140 -0.24217 0.38364  0.04
H 0.07734 2.95881 0.90386  0.08

Results
**Maximum force**: 0.0611 Eh/bohr
**⟨S²⟩**: 16.05
**Total charge**: +2
**LUMO level (spin up / spin down)**: -10.33 / -7.59 eV
**HOMO (spin up / spin down)**: -13.4 / -13.4 eV
**2S+1**: 8
**Energy**: -5564.39619 Eh

- Among the records above, which one has the lowest maximum force?
  C11H22BrClGdI2NP2

- Which of these has the lowest maximum force?
  C11H22BrClGdI2NP2

- The highest energy belongs to which entry?
  C5H11N3

What did the second record say?
DFT (wB97M-V/def2-TZVPD) results for an isolated ion of composition C5H11N3 and charge +2 at a distorted geometry.

Each line ends with the Löwdin charge.
Positions of all 19 atoms, in Å:
C 1.26086 -0.23362 1.56767  0.42
C -0.62212 -0.13439 -0.58734  -0.28
C -1.39474 0.09073 -1.85292  0.08
C -2.01965 -1.67308 0.84619  -0.02
C 2.54398 1.45521 0.48755  0.08
N 0.55964 0.54884 -0.48638  0.16
N -1.02378 -0.89694 0.32743  0.17
N 1.42168 0.51636 0.58724  -0.13
H 1.62889 -0.52905 2.52667  0.15
H -2.34918 0.56261 -1.61164  0.13
H -0.86244 0.71768 -2.56427  0.11
H -1.61671 -0.86548 -2.32888  0.12
H -2.67457 -1.09767 1.50912  0.13
H -2.62029 -2.14591 0.04490  0.15
H -1.59944 -2.52871 1.39432  0.14
H 3.49069 0.92281 0.60568  0.14
H 2.54901 1.97108 -0.47225  0.12
H 2.47766 2.20045 1.28422  0.14
H 0.85050 1.11908 -1.27731  0.18

Results
**Maximum force**: 0.0861 Eh/bohr
**Total charge**: +2
**LUMO level**: -12.29 eV
**HOMO**: -19.3 eV
**Energy**: -360.50271 Eh